1.
A cluster of 2 separate species, C4H13NO in total, computed with the ωB97M-V functional and the def2-TZVPD basis.

```
19
Properties=species:S:1:pos:R:3:forces:R:3:mulliken_charge:R:1
C -1.292841 1.041843 -2.082376 0.52 0.76 0.25 -1.724
C -0.961648 0.802152 -0.599563 -1.61 1.25 0.25 -0.648
N 0.427963 0.494980 -0.445848 -0.10 0.00 0.19 -0.192
C 0.942781 0.484912 0.920173 0.80 -0.41 -0.56 -0.915
C 2.048735 -0.561400 1.096872 0.73 0.32 0.19 -1.805
H -0.591232 1.821494 -2.416238 0.85 -1.08 -0.40 0.362
H -2.152120 1.602254 -2.446528 -1.11 -0.47 1.05 0.439
H -1.308803 0.066081 -2.556386 0.53 0.13 -0.71 0.545
H -1.139190 1.737130 -0.051310 0.11 0.18 -0.06 0.141
H -1.690849 0.128511 -0.105569 0.50 -0.33 -0.37 0.370
H 0.763210 -0.235766 -1.057604 -0.15 -0.31 0.44 0.500
H 1.360179 1.485752 1.116374 -0.10 -0.14 0.11 0.576
H 0.239720 0.277558 1.730240 -0.64 0.12 -0.36 0.445
H 1.735027 -1.500860 1.544933 -0.30 0.13 0.34 0.332
H 2.529382 -0.910002 0.181716 0.02 0.52 -0.23 0.387
H 2.817043 -0.075495 1.725642 0.00 -0.59 -0.08 0.331
H -0.573741 -1.822851 1.147046 -0.05 -0.07 0.07 0.018
H -1.727766 -2.708390 0.786040 -0.10 -0.03 0.08 0.999
O -1.425849 -2.127904 1.512385 0.12 0.01 -0.18 -1.163
```
Positions in Å, forces in eV/Å.

- ΔE to the lowest compared entry with this formula, charge and spin: 0.8333 eV
- Orbital gap (alpha / beta): 2.979 / 8.957 eV
- Charge: -1
- DFT total energy: -290.111863 Ha
- Max |F|: 2.1 eV/Å
- Spin multiplicity: 2



2.
A cluster of 2 separate species, C4H13NO in total, computed with the ωB97M-V functional and the def2-TZVPD basis.

```
19
Properties=species:S:1:pos:R:3:forces:R:3:mulliken_charge:R:1
C -0.843566 2.507221 2.080019 -0.64 0.74 -0.29 -0.793
N 0.247144 2.258347 1.154990 2.43 -0.65 1.45 -0.654
H -1.067636 1.628478 2.704695 0.29 0.39 -0.21 0.252
H -0.664736 3.418875 2.677490 -0.24 -0.48 0.12 0.328
H -1.711974 2.697753 1.445990 -0.22 -0.06 0.33 0.295
H -0.024230 0.663972 0.551966 -0.38 -1.02 -0.71 0.453
H 1.151271 2.241653 1.716284 -1.41 0.08 -1.23 0.249
H 0.343543 2.972833 0.449656 -0.08 0.16 0.02 0.215
C 0.475104 -1.250216 0.092957 -0.13 -0.94 -1.05 -0.451
O -0.424735 -0.184263 0.165773 0.28 1.28 0.11 -0.548
C 0.809790 -1.691911 -1.357021 -1.35 1.13 -0.26 -0.355
C -0.411144 -2.107550 -2.214899 0.49 0.08 -0.05 -1.080
H -0.020416 -2.063714 0.599833 0.12 -0.67 0.36 0.312
H 1.434057 -1.062451 0.541173 0.43 0.32 0.70 0.315
H 1.486499 -2.532623 -1.447598 0.46 -0.04 0.64 0.326
H 1.281968 -0.803238 -1.798928 0.08 -0.30 -0.23 0.247
H 0.004810 -2.521648 -3.142377 -0.32 -0.18 0.12 0.335
H -1.071176 -1.293684 -2.530970 0.11 -0.01 0.44 0.271
H -0.994569 -2.877837 -1.689026 0.09 0.19 -0.26 0.284
```
Positions in Å, forces in eV/Å.

- ΔE to the lowest compared entry with this formula, charge and spin: 0.8577 eV
- Orbital gap: 10.072 eV
- Charge: 0
- DFT total energy: -290.165417 Ha
- Max |F|: 2.9 eV/Å



3.
A cluster of 2 separate species, C4H13NO in total, computed with the ωB97M-V functional and the def2-TZVPD basis.

```
19
Properties=species:S:1:pos:R:3:forces:R:3:mulliken_charge:R:1
C -0.801072 -0.478482 2.607659 -0.23 0.16 -0.62 -1.199
C 0.337059 0.130066 1.797677 -0.04 -1.70 -1.33 -0.336
N 0.275114 -0.518139 0.430413 -0.04 2.47 -0.60 -0.439
C 1.387649 -0.028345 -0.468805 -0.05 -0.43 1.48 -0.428
C 1.373481 -0.925131 -1.692875 0.94 -1.23 1.10 -1.099
H -1.011052 -1.491396 2.267698 0.52 -0.24 0.09 0.345
H -0.584122 -0.500699 3.671767 -0.37 0.28 0.10 0.340
H -1.728417 0.026082 2.322765 -0.03 0.31 0.68 0.296
H 1.303744 -0.183783 2.181802 0.15 0.33 0.34 0.396
H 0.262796 1.208653 1.681917 0.17 0.22 0.40 0.320
H -0.499590 -0.006638 0.003007 -0.59 -0.73 0.08 0.198
H 2.231251 -0.150538 0.226501 0.54 -0.39 -0.91 0.301
H 1.443100 1.046103 -0.689544 -0.75 0.05 -0.05 0.359
H 0.396838 -1.105046 -2.136653 -0.08 0.69 -0.22 0.276
H 1.594938 -1.904524 -1.252291 0.07 -0.12 -0.31 0.300
H 2.172355 -0.745805 -2.407243 -0.24 0.35 -0.25 0.371
H -3.386666 1.813326 -3.203430 -0.11 0.62 -0.05 0.326
H -2.119680 1.516684 -2.538202 0.07 0.84 0.03 0.309
O -2.647727 2.297608 -2.802159 0.04 -1.47 0.01 -0.635
```
Positions in Å, forces in eV/Å.

- ΔE to the lowest compared entry with this formula, charge and spin: 1.1697 eV
- Orbital gap: 10.100 eV
- Charge: 0
- DFT total energy: -290.153954 Ha
- Max |F|: 2.5 eV/Å



4.
A cluster of 2 separate species, C4H13NO in total, computed with the ωB97M-V functional and the def2-TZVPD basis.

```
19
Properties=species:S:1:pos:R:3:forces:R:3:mulliken_charge:R:1
N 0.375140 -0.677823 0.673996 -0.08 -0.48 0.16 -0.370
C 0.426126 -0.280976 2.062596 -0.26 0.64 0.50 -0.856
C -0.587923 -0.015342 -2.036270 -0.82 0.00 -0.47 -1.073
C -1.028961 -0.872957 0.276293 0.59 -0.08 -0.88 -0.485
C -1.026303 -1.229003 -1.214786 0.25 -0.22 0.34 -0.482
H 0.822123 0.074926 0.135143 -0.47 -0.61 0.13 0.217
H 1.370776 -0.497061 2.589417 -0.25 -0.04 -0.43 0.261
H -0.398328 -0.778943 2.600093 0.44 0.20 -0.01 0.329
H 0.252717 0.808102 2.083650 -0.02 -0.12 0.66 0.283
H -0.631274 -0.262673 -3.110311 0.10 0.29 0.34 0.315
H 0.405299 0.409140 -1.812816 -0.39 -0.42 0.01 0.317
H -1.353714 0.748449 -1.819948 0.41 0.11 -0.36 0.267
H -1.614732 0.050462 0.448421 -0.11 -0.19 -0.05 0.306
H -1.520385 -1.692369 0.835321 0.59 0.38 0.05 0.361
H -2.038345 -1.574358 -1.501042 0.45 0.30 -0.11 0.305
H -0.327391 -2.074360 -1.364298 -0.37 0.31 0.12 0.302
O 2.228447 2.295353 0.160140 0.13 0.95 0.68 -0.629
H 1.761960 3.160297 0.109999 0.52 -0.91 0.08 0.318
H 2.884767 2.409135 0.884402 -0.71 -0.11 -0.77 0.315
```
Positions in Å, forces in eV/Å.

- ΔE to the lowest compared entry with this formula, charge and spin: 0.7492 eV
- Orbital gap: 9.125 eV
- Charge: 0
- DFT total energy: -290.169405 Ha
- Max |F|: 1.2 eV/Å



5.
A cluster of 2 separate species, C4H13NO in total, computed with the ωB97M-V functional and the def2-TZVPD basis.

```
19
Properties=species:S:1:pos:R:3:forces:R:3:mulliken_charge:R:1
C -1.406462 -2.129668 -0.472299 -1.51 -0.20 2.16 -0.998
C -0.159582 -2.350774 -1.295649 -0.30 -1.25 0.42 -0.148
C 0.627167 -1.112362 -1.521753 0.79 1.87 -2.04 -0.804
H -1.144478 -2.025037 0.643638 -0.26 -0.17 -1.52 0.238
H -2.127968 -3.016363 -0.522665 0.91 1.25 -0.03 0.295
H -1.991144 -1.182254 -0.676735 0.69 -1.06 -0.28 0.273
H -0.408233 -2.986365 -2.161882 0.07 1.01 -0.42 0.301
H 0.496859 -3.052096 -0.801718 0.11 -0.26 0.79 0.228
H 0.569373 -0.313644 -0.806160 -0.23 -0.25 1.54 0.036
H 1.750410 -1.288342 -1.600305 -1.54 0.28 -0.69 0.300
H 0.125500 -0.470421 -2.327680 1.29 -1.19 0.07 0.277
N -0.454674 2.021769 1.556923 -1.08 -4.63 -1.87 -0.602
C 0.915862 2.365266 1.809624 -1.74 0.74 -0.92 -0.171
O 1.334172 3.154935 0.738109 1.45 2.39 -0.89 -0.576
H -1.148444 2.718366 1.220712 1.43 -0.43 0.37 0.220
H -0.417603 1.174430 0.843089 -0.71 2.54 1.76 0.227
H 0.812875 2.889578 2.721362 1.00 0.85 1.24 0.297
H 1.603283 1.492196 1.888442 -0.82 0.57 -0.08 0.282
H 1.023087 4.110786 0.764948 0.46 -2.06 0.38 0.325
```
Positions in Å, forces in eV/Å.

- ΔE to the lowest compared entry with this formula, charge and spin: 1.8958 eV
- Orbital gap: 10.052 eV
- Charge: 0
- DFT total energy: -290.127270 Ha
- Max |F|: 5.1 eV/Å



6.
A cluster of 3 separate species, C4H13NO in total, computed with the ωB97M-V functional and the def2-TZVPD basis.

```
19
Properties=species:S:1:pos:R:3:forces:R:3:mulliken_charge:R:1
C 1.029516 -0.755892 -0.390376 0.45 -0.76 -0.32 0.161
N 0.328115 -1.086630 0.763968 -0.87 0.12 0.93 -0.230
C -1.055686 -0.655002 0.969647 1.08 0.77 0.03 -0.406
C -1.149862 0.809217 1.394713 0.70 0.28 0.25 -1.060
C 1.679137 0.580639 -0.597492 -0.19 0.98 -0.48 -1.188
H 1.783522 -1.525409 -0.553136 -0.14 -0.24 -0.38 0.449
H 0.149011 -0.708969 -1.230821 1.41 -1.05 1.50 -0.690
H 0.738321 -1.669409 1.475666 0.03 -0.05 -0.44 0.222
H -0.066195 -0.662374 -2.121221 -2.02 3.33 -0.45 0.731
H -1.499790 -1.288688 1.731820 -0.15 -0.22 -0.18 0.396
H -0.409306 1.040462 2.173153 -0.18 -0.26 -0.01 0.308
H -0.892759 1.464558 0.563863 -0.24 -0.03 -0.12 0.244
H -2.119677 1.074088 1.791599 -0.40 0.04 -0.06 0.375
H 2.282500 0.585901 -1.513681 -0.06 -0.20 0.17 0.357
H 2.309172 0.862368 0.231871 0.27 -0.10 0.38 0.326
H 0.923246 1.341920 -0.749406 0.02 0.13 0.15 0.291
H -1.529818 -0.749416 -0.005543 -0.53 -0.31 0.15 0.219
H -1.730925 0.586665 -1.936212 0.66 -0.14 -0.31 0.244
O -0.768522 0.755972 -1.998413 0.17 -2.29 -0.83 -0.748
```
Positions in Å, forces in eV/Å.

- ΔE to the lowest compared entry with this formula, charge and spin: 4.7243 eV
- Orbital gap: 8.690 eV
- Charge: 0
- DFT total energy: -290.023322 Ha
- Max |F|: 3.9 eV/Å



7.
A cluster of 3 separate species, C4H13NO2 in total, computed with the ωB97M-V functional and the def2-TZVPD basis.

```
20
Properties=species:S:1:pos:R:3:forces:R:3:mulliken_charge:R:1
N 0.126777 -1.851333 1.064942 0.23 0.07 -0.15 -0.690
C 1.227985 -0.871413 0.838259 -0.55 -1.35 0.09 -0.459
C -0.169961 0.580268 -2.513312 -0.10 -1.02 0.24 -1.285
C 0.024432 -0.143674 -1.216986 0.14 0.24 0.08 0.093
C 1.141352 -0.221154 -0.512097 -0.21 0.78 0.82 -0.391
H 0.274345 -2.664556 0.475802 -0.20 0.10 -0.14 0.216
H 0.158614 -2.205813 2.014864 0.14 0.12 0.03 0.202
H 2.194049 -1.367522 0.863944 0.33 -0.07 0.34 0.402
H 1.142932 -0.222099 1.705654 0.35 0.66 -0.25 0.332
H -0.280827 -0.177824 -3.288766 -0.03 0.04 -0.26 0.374
H -1.126105 1.084497 -2.450048 0.02 0.56 -0.22 0.339
H 0.667246 1.213936 -2.785303 -0.07 0.27 0.08 0.304
H -0.851124 -0.596520 -0.765504 -0.09 -0.20 -0.25 0.287
H 2.035222 0.333366 -0.775961 0.08 -0.11 -0.37 0.273
H -0.883830 2.047604 1.289865 0.23 0.14 -0.26 0.398
H 0.041121 2.011333 0.095301 -0.01 0.01 -0.03 0.324
O -0.472636 2.631275 0.624339 -0.13 -0.10 0.23 -0.687
H -1.223005 -0.435269 1.599326 -0.03 -0.07 -0.11 0.344
H -2.464069 0.483695 1.708268 0.03 -0.11 0.03 0.342
O -1.562523 0.371205 2.027411 -0.12 0.02 0.09 -0.719
```
Positions in Å, forces in eV/Å.

- ΔE to the lowest compared entry with this formula, charge and spin: 0.6812 eV
- Orbital gap: 10.321 eV
- Charge: 0
- DFT total energy: -365.417455 Ha
- Max |F|: 1.5 eV/Å



8.
A cluster of 2 separate species, C4H13NO2 in total, computed with the ωB97M-V functional and the def2-TZVPD basis.

```
20
Properties=species:S:1:pos:R:3:forces:R:3:mulliken_charge:R:1
C 1.301677 0.597962 1.602604 0.46 -1.66 0.34 -1.312
C 0.232062 -0.381426 1.121597 0.35 -0.79 -0.22 0.579
C -0.936006 0.227668 0.347428 -0.11 -1.12 -0.72 -0.786
C -2.076759 -0.810779 0.123471 0.14 0.78 0.20 -0.499
O -2.014617 -1.993511 0.964342 -0.06 0.91 -1.10 -0.538
N 0.927040 -1.429811 0.323079 -0.06 0.87 -1.03 -0.801
H 0.985002 1.028249 2.546609 0.08 0.65 -0.13 0.337
H 1.689850 1.273570 0.845164 -0.47 0.35 0.02 0.319
H 2.172319 -0.053904 1.834676 -0.30 0.51 0.17 0.329
H -0.169388 -0.986052 1.931147 -0.30 0.82 0.77 0.352
H -1.413907 1.115244 0.755959 0.58 0.11 0.50 0.352
H -0.596176 0.469400 -0.669721 0.19 0.26 0.31 0.296
H -3.013210 -0.273025 0.293103 -0.15 -0.37 0.03 0.290
H -2.044407 -1.085554 -0.934755 -0.15 -0.30 0.16 0.332
H -2.076442 -2.646098 0.269373 -0.08 -0.90 0.43 0.332
H 0.303621 -2.172741 0.037251 0.03 -0.01 0.25 0.228
H 1.695699 -1.814836 0.853885 -0.13 -0.12 0.02 0.191
H 1.222980 3.029365 -3.400894 0.62 -0.04 -0.80 0.323
H 2.353522 3.088354 -4.518714 0.20 0.19 0.39 0.320
O 1.457139 2.817924 -4.325605 -0.82 -0.15 0.42 -0.643
```
Positions in Å, forces in eV/Å.

- ΔE to the lowest compared entry with this formula, charge and spin: 1.2104 eV
- Orbital gap: 9.696 eV
- Charge: 0
- DFT total energy: -365.398006 Ha
- Max |F|: 1.8 eV/Å



9.
A cluster of 2 separate species, C4H13NO2 in total, computed with the ωB97M-V functional and the def2-TZVPD basis.

```
20
Properties=species:S:1:pos:R:3:forces:R:3:mulliken_charge:R:1
C 0.609374 -0.519067 0.941698 0.17 0.03 0.21 -0.934
O 1.850762 0.191506 0.848214 0.46 -0.42 -0.32 -0.530
C -0.364515 -0.030329 -0.102617 0.64 -0.25 -0.78 0.530
C -1.758674 -0.576034 0.128606 -0.26 0.61 0.98 -0.555
C -2.466683 0.046582 1.374532 -0.19 -0.02 -0.86 -1.150
N 0.110894 -0.446319 -1.458029 0.20 0.55 0.44 -0.769
H 0.798025 -1.590351 0.824117 -0.21 -0.04 0.02 0.420
H 0.206988 -0.331883 1.939276 -0.03 -0.12 0.00 0.287
H 2.535516 -0.445173 0.591316 -0.27 0.39 0.26 0.321
H -0.326466 1.062447 -0.045189 -0.35 0.10 0.18 0.275
H -2.348977 -0.381841 -0.756614 -0.13 -0.05 -0.25 0.316
H -1.701890 -1.651504 0.257939 0.08 -0.25 -0.18 0.320
H -3.383480 0.548493 1.057660 0.03 0.00 0.07 0.329
H -1.863858 0.803920 1.869385 0.17 -0.05 0.11 0.378
H -2.764700 -0.712388 2.088111 0.10 -0.07 0.22 0.277
H 1.136161 -0.436047 -1.440713 -0.45 0.05 -0.08 0.193
H -0.130392 0.322412 -2.088216 0.08 -0.46 -0.04 0.292
H 3.260257 0.600566 -1.993780 0.02 -0.01 -0.05 0.301
H 3.289209 2.072133 -1.640386 -0.03 0.00 -0.07 0.329
O 3.312447 1.472876 -2.395311 0.00 0.02 0.14 -0.630
```
Positions in Å, forces in eV/Å.

- ΔE to the lowest compared entry with this formula, charge and spin: 0.6685 eV
- Orbital gap: 10.169 eV
- Charge: 0
- DFT total energy: -365.417921 Ha
- Max |F|: 1.2 eV/Å



10.
A cluster of 2 separate species, C4H13NO2 in total, computed with the ωB97M-V functional and the def2-TZVPD basis.

```
20
Properties=species:S:1:pos:R:3:forces:R:3:mulliken_charge:R:1
C -0.105591 -1.181585 -0.233477 1.57 0.22 1.00 -0.584
N -0.491377 0.132173 0.253423 -0.48 0.20 -0.57 -0.274
C -0.084351 1.372171 -0.329551 -0.57 0.11 -0.60 -0.478
O 0.605517 2.131619 0.648970 0.25 -0.18 0.11 -0.555
C 1.218397 -1.706955 0.422237 -0.78 1.43 -1.42 -0.397
C 2.370216 -0.780175 0.026148 0.34 -0.12 0.75 -1.052
H -0.902942 -1.893391 -0.006513 -0.05 0.00 -0.39 0.302
H 0.110623 -1.096878 -1.297890 -0.55 -0.11 -0.18 0.335
H -0.767566 0.265791 1.210919 0.05 -0.40 0.19 0.147
H -0.961603 1.943317 -0.674513 -0.02 0.05 0.34 0.330
H 0.480162 1.203715 -1.252489 0.37 -0.24 0.26 0.325
H 1.168637 2.787019 0.235469 0.02 0.17 -0.15 0.310
H 1.444951 -2.648780 -0.081393 -0.21 -0.54 0.98 0.311
H 1.001278 -1.650799 1.489394 0.54 -0.83 0.10 0.321
H 2.562975 -0.859087 -1.044892 -0.04 0.22 -0.02 0.298
H 2.204709 0.249621 0.340301 -0.21 0.06 -0.26 0.256
H 3.290119 -1.061555 0.544750 0.03 -0.20 -0.12 0.354
H -3.389291 -0.966341 -0.412824 -0.78 0.32 -0.25 0.318
H -2.232990 -0.111149 -0.410348 -0.37 1.06 -0.14 0.428
O -3.199353 -0.036445 -0.618333 0.90 -1.22 0.37 -0.695
```
Positions in Å, forces in eV/Å.

- ΔE to the lowest compared entry with this formula, charge and spin: 1.0585 eV
- Orbital gap: 9.818 eV
- Charge: 0
- DFT total energy: -365.403589 Ha
- Max |F|: 2.2 eV/Å